1.
{"formula": "C48H120BF4KN8", "method": "ωB97M-V with the def2-TZVPD basis set", "species": ["K", "B", "F", "F", "F", "F", "C", "C", "N", "C", "C", "C", "C", "H", "H", "H", "H", "H", "H", "H", "H", "H", "H", "H", "H", "H", "H", "H", "C", "C", "N", "C", "C", "C", "C", "H", "H", "H", "H", "H", "H", "H", "H", "H", "H", "H", "H", "H", "H", "H", "C", "C", "N", "C", "C", "C", "C", "H", "H", "H", "H", "H", "H", "H", "H", "H", "H", "H", "H", "H", "H", "H", "C", "C", "N", "C", "C", "C", "C", "H", "H", "H", "H", "H", "H", "H", "H", "H", "H", "H", "H", "H", "H", "H", "C", "C", "N", "C", "C", "C", "C", "H", "H", "H", "H", "H", "H", "H", "H", "H", "H", "H", "H", "H", "H", "H", "C", "C", "N", "C", "C", "C", "C", "H", "H", "H", "H", "H", "H", "H", "H", "H", "H", "H", "H", "H", "H", "H", "C", "C", "N", "C", "C", "C", "C", "H", "H", "H", "H", "H", "H", "H", "H", "H", "H", "H", "H", "H", "H", "H", "C", "C", "N", "C", "C", "C", "C", "H", "H", "H", "H", "H", "H", "H", "H", "H", "H", "H", "H", "H", "H", "H"], "coordinates": [[-0.47884, 2.66073, 1.55116], [0.12484, 0.06050, 0.43522], [0.74973, 0.22975, 1.68838], [0.22863, -1.21243, -0.00008], [-1.22136, 0.27200, 0.57295], [0.72559, 0.86759, -0.49150], [-2.20856, 0.20909, 4.04112], [-1.75969, 1.29707, 5.04826], [-1.82292, 2.67315, 4.50602], [-3.23095, 3.05580, 4.31669], [-4.12962, 3.16598, 5.57911], [-1.16054, 3.63302, 5.39167], [-0.91958, 4.95989, 4.73849], [-1.81917, -0.75733, 4.36127], [-1.82932, 0.39011, 3.03538], [-3.29438, 0.11374, 4.03999], [-2.29710, 1.07860, 5.97106], [-0.71287, 1.18902, 5.33214], [-3.23939, 3.93991, 3.67921], [-3.70367, 2.34633, 3.63751], [-5.20331, 3.24331, 5.40789], [-4.07903, 2.25561, 6.17642], [-3.82086, 3.93206, 6.29036], [-0.17275, 3.28176, 5.68998], [-1.81592, 3.72058, 6.25821], [-1.86624, 5.46734, 4.55299], [-0.36586, 4.91025, 3.80092], [-0.41567, 5.54399, 5.50857], [1.64587, -3.78932, 1.64555], [3.13468, -3.72907, 1.37058], [4.00559, -3.34580, 2.49290], [3.80427, -4.25237, 3.64979], [4.02133, -5.76025, 3.46634], [3.88530, -1.89826, 2.89305], [4.16758, -0.96688, 1.71805], [1.21097, -4.05533, 0.68212], [1.19438, -2.86639, 2.00950], [1.41700, -4.59941, 2.33799], [3.41799, -4.72237, 1.02246], [3.26926, -3.06419, 0.51740], [4.52727, -3.91656, 4.39317], [2.79921, -4.03601, 4.01192], [3.97109, -6.35529, 4.37821], [3.30903, -6.14842, 2.73829], [4.99837, -6.00559, 3.05005], [4.62619, -1.63874, 3.64924], [2.88163, -1.74492, 3.28958], [4.27791, 0.06791, 2.04229], [3.36327, -0.92181, 0.98378], [5.05968, -1.27235, 1.17129], [4.40789, 2.80784, 0.88384], [2.91990, 2.69597, 0.85033], [2.17799, 3.52309, 1.83585], [2.61704, 3.32335, 3.25436], [2.09669, 1.96393, 3.72435], [2.18869, 4.99840, 1.65190], [1.53906, 5.51923, 0.36788], [4.78809, 2.21782, 0.04991], [4.95162, 2.37083, 1.72138], [4.78348, 3.81785, 0.71977], [2.55557, 2.94732, -0.14576], [2.61225, 1.65245, 0.91749], [2.22649, 4.01908, 3.99701], [3.70664, 3.34742, 3.27166], [2.62334, 1.15254, 3.22198], [1.00801, 1.95829, 3.67086], [2.14842, 1.89864, 4.81116], [1.61288, 5.38781, 2.49148], [3.15538, 5.48389, 1.78580], [2.07744, 5.08051, -0.47222], [0.57048, 5.03032, 0.26337], [1.39614, 6.59253, 0.24254], [2.27676, 4.93448, -6.58608], [1.49764, 4.07200, -5.63924], [2.24642, 3.52094, -4.51052], [1.43015, 2.67860, -3.59801], [0.78157, 1.47757, -4.34491], [2.97629, 4.51224, -3.71770], [4.13035, 3.88311, -2.85199], [1.70266, 5.00003, -7.51032], [3.22912, 4.48017, -6.85943], [2.44564, 5.94288, -6.20831], [0.65991, 4.61944, -5.20725], [1.09768, 3.20274, -6.16126], [2.03157, 2.26959, -2.78615], [0.63512, 3.28639, -3.16601], [0.42987, 0.70731, -3.65853], [-0.06094, 1.80763, -4.95263], [1.48540, 1.02317, -5.04221], [2.31933, 5.12728, -3.10269], [3.49934, 5.22689, -4.35315], [4.48282, 4.59466, -2.10529], [4.98047, 3.54979, -3.44722], [3.88487, 2.99546, -2.26897], [-2.31710, 5.59223, 1.00296], [-2.39658, 4.97225, -0.39040], [-2.56811, 3.54055, -0.33604], [-4.02188, 3.28298, -0.22119], [-4.31135, 1.84576, 0.24879], [-1.98451, 2.86016, -1.50872], [-2.55258, 3.28911, -2.87795], [-1.47092, 5.24112, 1.59355], [-3.12578, 5.25399, 1.65083], [-2.41166, 6.67728, 0.96030], [-3.25798, 5.44318, -0.86402], [-1.52603, 5.28643, -0.96617], [-4.41174, 3.91563, 0.57622], [-4.49962, 3.50058, -1.17644], [-3.76543, 1.55571, 1.14653], [-5.36977, 1.66397, 0.43535], [-3.98476, 1.11027, -0.48640], [-2.04793, 1.78588, -1.33551], [-0.91962, 3.02357, -1.67427], [-3.60338, 3.02817, -3.00380], [-2.08202, 2.78163, -3.72005], [-2.41154, 4.35493, -3.05747], [2.97180, -1.75568, -6.20368], [2.23465, -2.04332, -4.92233], [3.09905, -1.91561, -3.74668], [3.75676, -0.54593, -3.68270], [4.75927, -0.53148, -2.41453], [2.25305, -2.16206, -2.57221], [1.99392, -3.62888, -2.33367], [2.34015, -2.12470, -7.01173], [3.90940, -2.30064, -6.31328], [3.07520, -0.68361, -6.37128], [1.39782, -1.35612, -4.79753], [1.80490, -3.04162, -5.00485], [4.32900, -0.34885, -4.58923], [2.96857, 0.19696, -3.56026], [4.27265, -0.62126, -1.44333], [5.52694, -1.29998, -2.50504], [5.38528, 0.35987, -2.37309], [1.26047, -1.71407, -2.61910], [2.66105, -1.70645, -1.66996], [2.87368, -4.22137, -2.08253], [1.57194, -4.06342, -3.23988], [1.25282, -3.77343, -1.54756], [-1.70308, -1.43980, -3.10985], [-1.40364, -2.94208, -2.86161], [-2.21665, -3.84770, -3.69786], [-1.64228, -5.15810, -4.00369], [-2.38766, -6.01869, -5.05378], [-3.62451, -3.89817, -3.24378], [-4.00299, -4.74188, -2.03183], [-1.02496, -0.76790, -2.58373], [-2.71437, -1.14171, -2.83318], [-1.64171, -1.22542, -4.17680], [-0.35539, -3.11652, -3.10418], [-1.43517, -3.15861, -1.79379], [-1.58880, -5.69531, -3.05678], [-0.60642, -5.13650, -4.34225], [-2.52473, -5.54086, -6.02382], [-3.38070, -6.29378, -4.69841], [-1.77701, -6.88721, -5.30054], [-3.90987, -2.86557, -3.04276], [-4.21328, -4.25434, -4.08912], [-5.05981, -4.58265, -1.81761], [-3.89357, -5.81945, -2.15422], [-3.37725, -4.40756, -1.20432], [-3.21191, -3.64044, 5.06619], [-4.25119, -3.44194, 3.93976], [-3.95031, -4.24877, 2.77407], [-4.56099, -5.62357, 2.88837], [-4.43537, -6.48252, 1.62901], [-2.60840, -4.19801, 2.22473], [-2.22684, -2.79485, 1.68641], [-3.53581, -2.92409, 5.82121], [-2.23695, -3.33944, 4.68285], [-3.23521, -4.68313, 5.38297], [-5.24795, -3.67790, 4.31244], [-4.29876, -2.39461, 3.64153], [-4.13545, -6.14762, 3.74417], [-5.60304, -5.40002, 3.11698], [-3.47891, -7.00475, 1.60552], [-5.20821, -7.24905, 1.68591], [-4.64526, -5.94484, 0.70437], [-2.66734, -4.78630, 1.30902], [-1.84141, -4.73667, 2.78122], [-1.39314, -2.81558, 0.98455], [-1.94189, -2.10185, 2.47803], [-3.03498, -2.35456, 1.10233]], "lowdin_spin": [0.645, 0.002, 0.001, 0.000, 0.001, 0.000, 0.001, 0.002, 0.001, 0.004, 0.022, 0.011, 0.020, 0.001, 0.000, 0.001, 0.001, 0.001, 0.004, 0.001, 0.009, 0.003, 0.009, 0.004, 0.005, 0.018, 0.003, 0.027, 0.000, 0.000, 0.000, 0.000, 0.000, 0.001, 0.001, 0.000, 0.000, 0.000, 0.000, 0.000, 0.000, 0.000, 0.000, 0.000, 0.000, 0.000, 0.001, 0.000, 0.000, 0.000, 0.003, 0.001, 0.001, 0.005, 0.004, 0.008, 0.010, 0.000, 0.001, 0.001, 0.000, 0.000, 0.006, 0.002, 0.000, 0.000, 0.004, 0.006, 0.007, 0.001, 0.000, 0.018, 0.001, 0.001, 0.000, 0.000, 0.000, 0.002, 0.001, 0.000, 0.000, 0.001, 0.001, 0.000, 0.000, 0.000, 0.000, 0.000, 0.000, 0.002, 0.000, 0.001, 0.000, 0.000, 0.013, 0.008, 0.001, 0.005, 0.005, 0.000, 0.004, 0.002, 0.009, 0.029, 0.007, 0.003, 0.006, 0.001, 0.000, 0.003, 0.000, 0.000, 0.000, 0.000, 0.000, 0.002, 0.000, 0.000, 0.000, 0.000, 0.000, 0.000, 0.000, 0.000, 0.000, 0.000, 0.000, 0.000, 0.000, 0.000, 0.000, 0.000, 0.000, 0.000, 0.000, 0.000, 0.000, 0.000, 0.001, 0.000, 0.000, 0.000, 0.000, 0.000, 0.000, 0.000, 0.000, 0.000, 0.000, 0.000, 0.000, 0.000, 0.000, 0.000, 0.000, 0.000, 0.000, 0.000, 0.000, 0.000, 0.001, 0.001, 0.000, 0.000, 0.000, 0.000, 0.001, 0.001, 0.000, 0.000, 0.000, 0.001, 0.000, 0.000, 0.000, 0.000, 0.000, 0.000, 0.000, 0.000, 0.000, 0.000], "max_force_ev_per_a": 2.73, "e_homo_ev": [0.20, -6.36], "charge": -1, "e_tot_ev": -91519.56879, "spin_multiplicity": 2, "orbital_gap_ev": [0.077, 8.405]}

***

2.
{"formula": "C55H55CoO2P3S", "method": "ωB97M-V with the def2-TZVPD basis set", "species": ["Co", "O", "S", "C", "C", "C", "C", "C", "C", "C", "C", "C", "C", "P", "C", "C", "C", "C", "C", "C", "C", "C", "C", "C", "C", "C", "C", "C", "C", "C", "C", "C", "C", "C", "C", "C", "C", "C", "P", "C", "C", "C", "C", "C", "C", "C", "C", "C", "C", "C", "C", "C", "C", "H", "H", "H", "H", "H", "H", "H", "H", "H", "H", "H", "H", "H", "H", "H", "H", "H", "H", "H", "H", "H", "H", "H", "H", "H", "H", "H", "H", "H", "H", "H", "H", "H", "H", "H", "H", "C", "O", "H", "H", "H", "H", "C", "C", "P", "C", "C", "C", "C", "H", "H", "H", "H", "H", "H", "H", "H", "H", "H", "H", "H", "H", "H", "H"], "coordinates": [[-0.94007, 1.33346, -1.09874], [-1.08408, -0.51819, -0.48012], [-0.04598, -1.13982, 0.47733], [-1.02147, -2.11633, 1.55930], [-1.86894, -3.01098, 0.92601], [-2.80920, -3.77930, 1.62024], [-2.88787, -3.61186, 2.98025], [-3.79348, -4.26293, 3.99554], [-3.38416, -3.63089, 5.35232], [-2.29950, -2.64258, 5.00754], [-1.60351, -1.76740, 5.79753], [-0.64560, -0.94611, 5.18450], [-0.33675, -1.00395, 3.82443], [0.95414, 0.07196, 3.26002], [1.18922, 1.47995, 4.29585], [0.13149, 2.39715, 4.41618], [0.26486, 3.48313, 5.25993], [1.44926, 3.66476, 5.97024], [2.50297, 2.76622, 5.84177], [2.38543, 1.67552, 4.99872], [2.49672, -0.74280, 2.97437], [3.52186, -0.02328, 2.34661], [4.74575, -0.62620, 2.12226], [4.94861, -1.94646, 2.51654], [3.93153, -2.66314, 3.13517], [2.69803, -2.07028, 3.35860], [-1.07266, -1.89936, 2.96691], [-2.03609, -2.68791, 3.61847], [0.89968, -2.31963, -0.45916], [1.15164, -3.49037, 0.23568], [2.03282, -4.48841, -0.19793], [2.69127, -4.27376, -1.36486], [3.68182, -5.15704, -2.08061], [4.08447, -4.35437, -3.33714], [3.26316, -3.09277, -3.25791], [3.19866, -2.04728, -4.12573], [2.31583, -1.01090, -3.81204], [1.52307, -0.94012, -2.67200], [0.46247, 0.54116, -2.84228], [-0.39896, 0.24944, -4.42008], [-1.00823, -0.99740, -4.57814], [-1.71305, -1.28689, -5.73501], [-1.81231, -0.33647, -6.74416], [-1.20901, 0.90188, -6.59138], [-0.50479, 1.20073, -5.42964], [1.55706, 1.99032, -3.02094], [0.90441, 3.22238, -3.16399], [1.62365, 4.40076, -3.29065], [3.01236, 4.36908, -3.23645], [3.66830, 3.16194, -3.04735], [2.94784, 1.97505, -2.94570], [1.57905, -2.03014, -1.71619], [2.46674, -3.07757, -2.09064], [-1.79569, -3.11833, -0.15115], [-3.44701, -4.47202, 1.08560], [-3.67061, -5.34626, 3.98951], [-4.83916, -4.07074, 3.75329], [-3.01002, -4.37679, 6.05481], [-4.21885, -3.13488, 5.84837], [-1.76951, -1.69709, 6.86486], [-0.09995, -0.25321, 5.81159], [-0.78919, 2.24500, 3.86485], [-0.54667, 4.18961, 5.37150], [1.55216, 4.51591, 6.63103], [3.41381, 2.91316, 6.40645], [3.20152, 0.97125, 4.90575], [3.37025, 1.01271, 2.06212], [5.54712, -0.06810, 1.65607], [5.91267, -2.41212, 2.35506], [4.10545, -3.68031, 3.46136], [1.91504, -2.61989, 3.86897], [0.64009, -3.66045, 1.16956], [2.16317, -5.39263, 0.38403], [3.22207, -6.11171, -2.33810], [4.53300, -5.38702, -1.43989], [3.87266, -4.89675, -4.25875], [5.14909, -4.11953, -3.35453], [3.77641, -2.01492, -5.04062], [2.23013, -0.21290, -4.54282], [-0.92606, -1.75106, -3.80049], [-2.17584, -2.25813, -5.85571], [-2.35239, -0.56646, -7.65313], [-1.27367, 1.63852, -7.38144], [-0.02232, 2.16446, -5.34433], [-0.18124, 3.26248, -3.19988], [1.10654, 5.34167, -3.43110], [3.58009, 5.28479, -3.34210], [4.74951, 3.13770, -2.99400], [3.48107, 1.04221, -2.80882], [0.67196, 3.57591, 0.35761], [0.50920, 2.14459, 0.14373], [1.16044, 4.03322, -0.49963], [1.24554, 3.73875, 1.26615], [-0.32673, 3.98470, 0.48128], [1.37954, 1.76524, -0.03264], [-4.25626, 5.02821, -1.67565], [-2.87790, 4.36504, -1.60084], [-2.91713, 2.60842, -1.12724], [-4.04993, 1.78970, -2.30045], [-3.82328, 0.27980, -2.40929], [-3.72776, 2.58034, 0.50917], [-3.63174, 1.25263, 1.26947], [-4.15900, 6.02879, -2.09484], [-4.70648, 5.12993, -0.68811], [-4.94559, 4.47537, -2.31463], [-2.24333, 4.87817, -0.87335], [-2.36361, 4.43012, -2.56302], [-3.89233, 2.26663, -3.27131], [-5.07349, 2.01382, -1.99583], [-2.80075, 0.04241, -2.71473], [-4.48172, -0.14550, -3.16559], [-4.02074, -0.23240, -1.46615], [-4.77113, 2.85635, 0.34745], [-3.27466, 3.38854, 1.08894], [-4.28121, 0.49085, 0.83638], [-3.93748, 1.39284, 2.30629], [-2.61661, 0.84741, 1.27540]], "lowdin_spin": [2.667, 0.089, 0.048, 0.003, 0.004, 0.000, 0.005, 0.000, 0.006, 0.033, 0.003, 0.039, 0.062, 0.429, 0.065, 0.038, -0.003, 0.046, 0.000, 0.038, 0.050, 0.028, -0.003, 0.034, 0.000, 0.029, 0.011, 0.000, 0.010, 0.005, 0.000, 0.004, 0.001, 0.000, 0.000, 0.001, 0.003, 0.010, 0.053, 0.007, 0.004, 0.000, 0.004, 0.000, 0.004, 0.007, 0.009, 0.001, 0.003, 0.001, 0.002, 0.002, 0.000, 0.000, 0.000, 0.000, 0.000, 0.002, 0.002, 0.000, 0.001, 0.002, -0.001, 0.002, 0.000, 0.001, 0.001, -0.001, 0.002, 0.000, 0.001, 0.000, 0.000, 0.000, 0.000, 0.000, 0.000, 0.000, 0.000, 0.000, 0.000, 0.000, 0.000, 0.000, 0.004, 0.000, 0.000, 0.000, 0.000, 0.005, 0.053, 0.000, 0.001, 0.001, 0.002, 0.002, 0.005, 0.029, 0.006, 0.007, 0.009, 0.003, 0.000, 0.000, 0.000, 0.000, 0.000, 0.000, 0.001, 0.004, 0.000, 0.000, 0.001, 0.000, 0.000, 0.000, 0.002], "max_force_ev_per_a": 0.64, "e_homo_ev": [-14.79, -14.94], "charge": 3, "e_tot_ev": -138329.32130, "spin_multiplicity": 5, "orbital_gap_ev": [7.590, 5.458]}

***

3.
{"formula": "C7H16O2", "method": "ωB97M-V with the def2-TZVPD basis set", "species": ["C", "C", "C", "C", "C", "C", "C", "O", "O", "H", "H", "H", "H", "H", "H", "H", "H", "H", "H", "H", "H", "H", "H", "H", "H"], "coordinates": [[1.22834, -0.10509, 2.10582], [1.59506, -0.42765, 0.66624], [0.63171, 0.34793, -0.46344], [1.44042, 0.50037, -1.74578], [-0.64847, -0.39180, -0.71270], [-0.92999, -1.72704, -0.05323], [-1.91992, 0.67216, -0.37747], [-1.69120, 1.94351, -0.92980], [-2.23489, 0.77799, 0.97679], [1.28173, 0.96981, 2.28407], [0.22138, -0.42777, 2.36349], [1.93481, -0.57727, 2.79044], [1.61860, -1.50194, 0.49082], [2.60755, -0.07178, 0.46668], [0.46904, 1.34688, -0.04916], [0.89596, 1.11271, -2.46179], [1.63563, -0.47152, -2.19602], [2.39544, 0.98366, -1.54616], [-0.77204, -0.52625, -1.79122], [-0.97033, -1.64858, 1.02977], [-0.19353, -2.47327, -0.34269], [-1.90773, -2.08864, -0.36912], [-2.80984, 0.22810, -0.85072], [-2.44511, 2.51524, -0.73407], [-1.43264, 1.04021, 1.44926]], "nbo_charge": [-0.618, -0.390, -0.222, -0.598, -0.238, -0.615, 0.390, -0.741, -0.724, 0.200, 0.196, 0.215, 0.197, 0.198, 0.207, 0.215, 0.199, 0.205, 0.205, 0.211, 0.212, 0.216, 0.130, 0.482, 0.468], "max_force_ev_per_a": 3.81, "e_homo_ev": -9.92, "de_lowest_kj_mol": 112.25, "e_tot_ev": -11613.08751, "orbital_gap_ev": 10.804, "smiles": "CC[C@@H](C)[C@@H](C)C(O)O"}